C48H55F9NO4PSSiW | wB97M-V/def2-TZVPD

```
121
Properties=species:S:1:pos:R:3:forces:R:3:mulliken_spin:R:1
W -0.4509 0.1189 -0.1795 -0.2 -0.6 -0.3 1.639
C -0.4953 -0.0183 5.5133 -0.2 0.0 0.0 0.014
C -1.8713 0.0268 5.6900 0.2 0.0 -0.1 -0.006
C -2.6941 0.1394 4.5870 0.0 0.0 -0.2 0.016
C -2.1302 0.1931 3.3014 0.5 0.0 0.7 0.018
N -0.8042 0.1314 3.1531 -0.5 0.0 0.3 0.029
C -0.0223 0.0449 4.2147 0.1 0.0 0.2 0.001
C -2.9282 0.1916 2.0695 -0.1 -0.1 -0.6 0.096
C -4.3147 0.3701 2.1520 0.4 0.0 0.0 -0.045
C -5.1401 0.1041 1.0836 -0.1 0.0 -0.2 0.070
C -4.5912 -0.4278 -0.0755 -0.1 0.1 0.1 -0.050
C -3.2171 -0.5216 -0.1974 -0.1 -0.3 -0.3 0.019
C -2.3286 -0.1193 0.8193 0.1 0.2 -0.1 -0.133
H 0.1739 -0.1005 6.3566 0.1 0.0 0.0 0.001
H -2.2971 -0.0332 6.6822 0.0 0.0 0.0 0.000
H -3.7610 0.1575 4.7403 -0.1 0.0 -0.1 0.002
H 1.0390 0.0162 4.0105 0.2 0.0 0.0 0.002
H -4.7486 0.7354 3.0692 -0.1 0.0 0.1 0.000
H -6.2026 0.2694 1.1666 -0.1 0.0 0.0 0.005
H -5.2343 -0.7527 -0.8812 0.0 0.0 -0.1 -0.002
H -2.8271 -0.9660 -1.1127 -0.1 0.3 0.1 0.019
C 4.8753 -0.1643 -1.8667 -0.1 0.0 0.3 0.000
C 4.4197 0.2241 -0.4602 0.4 0.3 -0.1 0.005
C 5.4983 -0.1390 0.5609 -0.3 0.1 -0.2 -0.001
C 4.1324 1.7267 -0.4308 0.1 -0.4 0.1 0.003
O 3.1940 -0.4197 -0.1077 0.4 0.1 0.2 0.084
Si 2.7636 -1.9869 -0.0815 -1.0 0.2 0.1 0.032
S 0.6471 -1.9957 0.2954 0.1 -0.2 0.0 0.052
O 3.5457 -2.8897 1.0138 0.2 -0.1 -0.1 -0.014
C 3.4153 -3.2548 2.3779 0.1 -0.3 0.5 -0.001
C 2.7312 -2.1487 3.1813 0.1 -0.2 -0.2 0.012
C 4.8432 -3.4993 2.8855 -0.4 0.1 -0.2 0.000
C 2.5895 -4.5420 2.4559 0.2 0.3 -0.1 0.003
O 3.1952 -2.5630 -1.5234 0.0 0.0 -0.3 0.000
C 3.5248 -3.8253 -2.0770 0.2 -0.4 -0.3 0.003
C 3.6316 -3.6196 -3.5909 -0.1 0.0 0.4 0.000
C 2.4376 -4.8491 -1.7656 0.1 0.3 0.0 0.005
C 4.8702 -4.2809 -1.5040 -0.3 0.1 -0.1 0.000
H 5.7888 0.3721 -2.1124 0.1 0.1 0.0 0.000
H 4.1068 0.0901 -2.5915 -0.1 0.0 -0.1 0.000
H 5.0552 -1.2313 -1.9222 0.1 -0.1 -0.1 0.000
H 6.4236 0.3834 0.3332 0.1 0.0 0.0 0.000
H 5.6746 -1.2106 0.5405 0.1 -0.2 0.0 0.000
H 5.1782 0.1446 1.5608 -0.1 0.0 0.2 0.000
H 5.0019 2.2890 -0.7572 0.2 0.1 -0.1 0.000
H 3.8657 2.0532 0.5686 0.0 0.0 0.0 0.000
H 3.3015 1.9404 -1.0967 -0.1 0.1 -0.1 -0.002
H 3.2546 -1.2070 3.0289 0.1 0.2 0.0 -0.001
H 2.7377 -2.3957 4.2403 0.0 0.0 0.1 0.000
H 1.7014 -2.0423 2.8453 -0.1 0.1 0.0 -0.008
H 5.4014 -2.5660 2.8947 0.1 0.1 0.0 0.000
H 5.3553 -4.1985 2.2269 0.0 -0.1 0.0 0.000
H 4.8256 -3.9142 3.8899 0.0 0.0 0.1 0.000
H 1.6226 -4.3732 1.9879 -0.1 0.0 0.0 0.001
H 2.4393 -4.8307 3.4930 0.0 -0.1 0.1 0.000
H 3.0997 -5.3491 1.9340 0.0 -0.1 -0.1 0.000
H 2.6849 -3.2625 -3.9844 -0.1 0.0 -0.1 0.000
H 3.8869 -4.5564 -4.0776 0.1 -0.1 -0.1 0.000
H 4.3972 -2.8829 -3.8171 0.1 0.1 0.0 0.000
H 1.4761 -4.4738 -2.1045 -0.2 0.0 0.0 0.000
H 2.3846 -5.0206 -0.6947 0.0 -0.1 0.2 -0.001
H 2.6528 -5.7883 -2.2691 0.0 -0.1 0.0 0.000
H 5.6614 -3.5980 -1.8074 0.1 0.1 -0.1 0.000
H 5.1140 -5.2826 -1.8497 0.1 -0.1 -0.1 0.000
H 4.8113 -4.2741 -0.4201 0.1 -0.1 0.1 0.000
C -0.9533 5.4261 -2.7291 0.1 0.0 -0.1 -0.001
C -1.9796 5.0293 -1.7100 -0.1 0.0 0.0 0.004
C -3.0205 5.9281 -1.4901 0.0 0.0 0.0 0.002
C -4.0535 5.6629 -0.6132 0.0 -0.1 0.0 0.000
C -4.0620 4.4690 0.0870 -0.1 0.1 0.1 0.006
C -3.0330 3.5679 -0.1012 0.1 -0.1 0.0 -0.001
C -1.9907 3.8265 -0.9908 -0.1 -0.5 0.2 0.019
P -0.6861 2.5184 -0.9500 0.4 1.3 -0.1 0.130
C 0.0069 2.4264 -2.6644 1.3 0.2 0.2 0.037
C 1.2541 2.9296 -2.8582 -1.6 -0.2 0.9 0.022
C 2.1371 2.9428 -3.9834 0.5 -0.1 -1.2 -0.004
C 1.9707 2.4930 -5.2342 -0.2 0.3 0.5 0.007
C 0.7819 1.8215 -5.8256 -0.2 -0.4 0.1 0.001
C -0.7921 1.5706 -3.6305 -0.2 -0.4 -0.3 -0.061
C -2.3003 1.7919 -3.3568 -0.1 0.1 -0.1 0.012
C 0.5354 3.3657 0.1231 0.2 -0.2 0.3 0.035
C 0.7285 4.7447 0.1991 0.0 0.0 0.0 0.010
C 1.6550 5.2782 1.0778 0.0 0.1 0.0 -0.008
C 2.3755 4.4470 1.9235 -0.1 0.0 0.0 0.005
C 2.1419 3.0879 1.9053 -0.2 -0.1 0.0 -0.006
C 1.2254 2.5223 1.0142 -0.1 0.9 -0.3 -0.096
C 0.9820 1.0815 1.0100 -0.5 -0.7 -0.6 0.158
H -0.8201 6.5069 -2.7231 0.0 0.1 0.0 0.000
H -1.2902 5.1442 -3.7267 0.1 0.0 0.0 0.000
H 0.0083 4.9582 -2.5632 0.0 0.1 -0.1 0.002
H -3.0093 6.8630 -2.0326 0.0 0.1 -0.1 0.001
H -4.8449 6.3857 -0.4794 -0.1 0.0 0.0 0.000
H -4.8587 4.2488 0.7793 -0.1 -0.1 0.1 0.000
H -3.0194 2.6343 0.4479 -0.1 -0.1 0.1 -0.008
H 1.6629 3.4599 -2.0026 0.0 0.0 0.0 0.003
H 3.0889 3.4157 -3.7732 0.1 0.0 0.0 0.000
H 2.7582 2.6478 -5.9571 0.1 0.0 0.0 0.000
H 0.9500 0.7491 -5.9940 0.0 0.2 0.3 0.000
H -2.9203 1.2993 -4.1010 0.1 0.0 0.1 0.001
H -2.5227 2.8559 -3.3824 0.0 0.0 0.0 0.001
H -2.5749 1.3967 -2.3761 0.1 0.1 -0.1 0.008
H 0.1571 5.4198 -0.4157 -0.1 0.0 -0.1 0.001
H 1.8159 6.3462 1.1099 0.0 0.1 0.0 0.000
H 3.1029 4.8642 2.6071 0.0 0.0 0.0 0.000
H 2.6591 2.4386 2.6002 0.1 -0.1 0.0 -0.001
H 0.0683 0.8432 1.6451 0.4 0.1 0.4 -0.198
H 1.8369 0.5425 1.4274 -0.3 -0.1 -0.2 -0.009
F -2.2718 -0.7023 -4.8260 -0.4 0.2 0.1 0.000
C -1.0717 -0.9936 -4.3406 -0.3 -0.6 0.0 -0.010
F -0.2537 -1.1657 -5.3928 0.3 0.2 -0.1 -0.001
F -1.2051 -2.1836 -3.7546 0.0 -0.2 0.0 -0.003
C -0.5060 0.0346 -3.3076 0.5 0.1 -0.5 0.043
O -1.0359 -0.3057 -2.1148 -0.1 0.3 1.3 0.032
C -0.5617 2.0119 -5.1000 -0.2 0.1 -0.1 0.002
F -1.4936 1.4109 -5.8956 0.2 -0.1 -0.1 0.000
F -0.8849 3.3372 -5.1561 0.3 0.3 0.0 0.000
F 0.5883 2.3403 -7.0954 0.0 0.3 -0.2 0.000
C 0.9843 -0.3572 -3.1133 0.3 -0.6 0.1 -0.005
F 1.8834 -0.1330 -4.0743 -0.2 0.3 -0.1 0.000
F 1.4423 0.2726 -2.0040 0.2 0.0 0.2 0.013
F 1.0281 -1.6575 -2.8466 0.2 0.0 -0.2 -0.011
```
Positions in Å, forces in eV/Å.

**Lowest unoccupied orbital energy (spin up / spin down)**: -0.34 / -0.80 eV
**Kohn-Sham gap (spin up / spin down)**: 6.80 / 7.54 eV
**Multiplicity**: 3
**Charge**: 0
**Energy above the lowest of the compared OMol25 structures with the same formula, charge and spin**: 85.7 kcal per mole
**Highest occupied orbital energy (spin up / spin down)**: -0.262 / -0.307 hartree